1.
ORCA calculation (ωB97M-V/def2-TZVPD) on C5H8N2 in the gas phase.

```
! RIJCOSX wB97M-V def2-TZVPD def2/J DEFGRID3
* xyz 0 1
N 1.7443 -1.0336 0.6224
C 0.9291 0.1379 0.7899
C 0.7355 1.1352 -0.2689
N 1.2117 2.0122 -1.0456
C -0.3634 0.2258 0.0123
C -1.7877 0.0444 0.4151
C -1.1798 -0.8484 -0.6368
H 2.7105 -0.7939 0.8161
H 1.7032 -1.3239 -0.3524
H 0.8643 0.5121 1.8091
H 0.4152 2.1819 -1.6531
H -1.9587 -0.3945 1.3963
H -2.5473 0.7591 0.1094
H -1.5239 -0.7407 -1.6638
H -0.9530 -1.8736 -0.3500
*
```

Summary:
SMILES: [H]/N=C1/[C@H](N)C12CC2
Kohn-Sham gap: 0.365 hartree
lowest unoccupied orbital energy: 0.0350 Eh

Here is what natural (NBO) gives for the atomic charges, in e:
1. N -0.810
2. C -0.090
3. C 0.300
4. N -0.578
5. C -0.195
6. C -0.378
7. C -0.393
8. H 0.365
9. H 0.360
10. H 0.209
11. H 0.332
12. H 0.219
13. H 0.219
14. H 0.218
15. H 0.223



2.
ORCA calculation (ωB97M-V/def2-TZVPD) on C5H8ClN3O2 in the gas phase in a non-equilibrium geometry.

```
! RIJCOSX wB97M-V def2-TZVPD def2/J DEFGRID3
* xyz 0 3
C -1.8640 0.8496 -0.2292
C 0.4785 -0.6726 1.1492
C 1.6259 -0.0376 0.3677
C -2.5924 1.8800 -0.4801
C -0.4129 -2.3531 -0.2823
N -1.4453 -0.2860 -0.3995
N -0.5427 -1.0356 0.2247
N 1.7562 1.2590 0.1717
O 2.8400 1.6197 -0.6530
O 1.1048 2.1776 0.5701
Cl 2.8885 -1.0525 -0.2315
H 0.7141 -1.6228 1.7441
H 0.1668 0.2555 1.7688
H -3.4385 2.1226 0.1602
H -2.5071 2.6372 -1.3049
H 2.5127 2.4980 -1.0540
H 0.5075 -2.7969 -0.0397
H -1.3994 -3.0524 -0.1013
H -0.3927 -2.3896 -1.3810
*
```

Summary:
Kohn-Sham gap (alpha / beta): 0.247 / 0.238 hartree
lowest unoccupied orbital energy (alpha / beta): 0.0246 / -0.0665 Eh

Here is what natural (NBO) gives for the atomic charges, in e:
1. C 0.292
2. C -0.296
3. C 0.098
4. C -0.564
5. C -0.410
6. N -0.249
7. N -0.267
8. N 0.199
9. O -0.563
10. O -0.323
11. Cl 0.060
12. H 0.246
13. H 0.240
14. H 0.220
15. H 0.228
16. H 0.485
17. H 0.210
18. H 0.189
19. H 0.206



3.
ORCA calculation (ωB97M-V/def2-TZVPD) on a gas-phase ion, C3H11N3P (charge +1) in a non-equilibrium geometry.

```
! RIJCOSX wB97M-V def2-TZVPD def2/J DEFGRID3
* xyz 1 1
C 1.4397 1.3679 1.3456
C -1.6458 -1.1989 -2.1841
C -0.7364 -1.5884 -0.9557
N 0.5161 0.9476 0.4395
N 1.2505 1.1258 2.5757
N 0.8521 1.0122 -0.8938
P -0.7685 -0.8564 0.5844
H 2.1646 2.0097 1.0142
H -1.2192 -1.6086 -3.1029
H -1.6586 -0.1846 -2.3532
H -2.6912 -1.6551 -2.0811
H -0.1638 -2.4715 -0.9681
H 1.7711 1.5946 3.2641
H 0.7059 0.3245 3.0175
H 1.8688 1.0978 -1.1166
H 0.3054 1.6384 -1.4925
H -1.7867 -0.0904 1.2333
H -0.2041 -1.4646 1.6739
*
```

Summary:
SMILES: CC=[PH2]N(N)C=[NH2+]
Kohn-Sham gap (alpha / beta): 0.317 / 0.317 hartree
lowest unoccupied orbital energy (alpha / beta): -0.1309 / -0.1309 Eh

Here is what natural (NBO) gives for the atomic charges, in e:
1. C 0.329
2. C -0.625
3. C -0.627
4. N -0.410
5. N -0.722
6. N -0.674
7. P 0.905
8. H 0.205
9. H 0.243
10. H 0.216
11. H 0.240
12. H 0.256
13. H 0.421
14. H 0.425
15. H 0.373
16. H 0.384
17. H 0.047
18. H 0.015



4.
ORCA calculation (ωB97M-V/def2-TZVPD) on 2 unconnected molecules or ions with the total composition C6H15NO in a non-equilibrium geometry.

```
! RIJCOSX wB97M-V def2-TZVPD def2/J DEFGRID3
* xyz 0 1
C 1.7492 0.6711 -0.8918
N 1.2654 -0.7074 -0.5646
C 0.0636 -1.3134 -1.2653
C -1.3144 -1.0088 -0.6476
C -1.1918 -1.6330 0.6963
C -1.7278 -1.0396 1.7697
C 2.8568 1.0958 0.0348
H 1.1047 1.4713 -1.1118
H 2.2883 0.5619 -1.9780
H 1.1636 -0.9196 0.5122
H 0.2473 -1.0035 -2.3414
H 0.2676 -2.4269 -1.3250
H -1.5732 0.0135 -0.4744
H -2.3548 -1.3517 -1.1924
H -0.7840 -2.6376 0.7532
H -1.6373 -1.6633 2.7809
H -2.3697 -0.3331 2.1119
H 3.9557 1.2937 -0.4258
H 2.6002 1.9015 0.6684
H 2.9545 0.2428 0.8042
H -1.0068 3.1024 1.2123
H -1.5610 2.7340 -0.2626
O -1.8458 2.9167 0.7556
*
```

Summary:
SMILES: C=CCCNCC.O
Kohn-Sham gap: 0.342 hartree
lowest unoccupied orbital energy: 0.0229 Eh

Here is what natural (NBO) gives for the atomic charges, in e:
1. C -0.222
2. N -0.654
3. C -0.226
4. C -0.478
5. C -0.190
6. C -0.390
7. C -0.619
8. H 0.172
9. H 0.169
10. H 0.365
11. H 0.202
12. H 0.198
13. H 0.218
14. H 0.221
15. H 0.208
16. H 0.170
17. H 0.215
18. H 0.220
19. H 0.204
20. H 0.214
21. H 0.472
22. H 0.473
23. O -0.942



5.
ORCA calculation (ωB97M-V/def2-TZVPD) on a gas-phase ion, C4H13N3S (charge +1) in a non-equilibrium geometry.

```
! RIJCOSX wB97M-V def2-TZVPD def2/J DEFGRID3
* xyz 1 2
C 0.7868 -1.2774 0.4925
N 1.8423 -0.8411 1.4012
C -0.0351 -0.0506 -0.0196
C 0.3860 0.3155 -1.4221
S 1.9187 1.2054 -1.4732
N -1.4525 -0.2415 -0.0804
C -2.1314 -0.5012 1.2404
N -3.4125 0.1365 1.3671
H 1.2325 -1.7884 -0.3658
H 0.1129 -2.0000 0.9422
H 1.5169 -0.7742 2.3599
H 2.5926 -1.5207 1.4134
H 0.2149 0.7253 0.7004
H 0.4048 -0.5485 -2.0871
H -0.3220 1.0451 -1.8564
H 2.1981 1.1583 -0.1484
H -1.6377 -1.0047 -0.7258
H -2.2340 -1.5752 1.3437
H -1.4854 -0.0506 1.9883
H -3.2660 1.1359 1.4646
H -4.0088 0.0211 0.5514
*
```

Summary:
Kohn-Sham gap (alpha / beta): 0.355 / 0.151 hartree
lowest unoccupied orbital energy (alpha / beta): -0.1181 / -0.3189 Eh

Here is what natural (NBO) gives for the atomic charges, in e:
1. C -0.248
2. N -0.859
3. C -0.078
4. C -0.599
5. S 0.639
6. N -0.598
7. C -0.055
8. N -0.803
9. H 0.191
10. H 0.201
11. H 0.380
12. H 0.384
13. H 0.209
14. H 0.284
15. H 0.308
16. H 0.182
17. H 0.362
18. H 0.189
19. H 0.182
20. H 0.361
21. H 0.368



6.
ORCA calculation (ωB97M-V/def2-TZVPD) on a molecular structure, C23H20BrCaClFN5 in a non-equilibrium geometry.

```
! RIJCOSX wB97M-V def2-TZVPD def2/J DEFGRID3
* xyz 0 1
Ca 0.1825 -0.1071 -0.2187
N 1.9854 0.6498 -3.9802
N 1.9502 -0.4926 -3.1265
H 2.7760 0.6414 -4.6264
H 2.0465 1.4798 -3.3982
H 2.8837 -0.7960 -2.8337
H 1.5182 -1.2492 -3.6538
N -0.1685 6.6623 -3.8400
C -0.0546 5.6359 -3.3376
C 0.0743 4.3874 -2.6972
C 1.0954 4.1720 -1.7723
C 1.1893 2.9518 -1.1264
C 0.3031 1.8914 -1.3600
C -0.7012 2.1478 -2.3059
C -0.8292 3.3573 -2.9637
H 1.7996 4.9677 -1.5680
H 1.9904 2.8221 -0.3964
H -1.4199 1.3616 -2.5440
H -1.6221 3.5228 -3.6817
F -1.3221 -3.6004 5.0650
C -0.9851 -2.8611 3.9709
C -1.1260 -3.4226 2.7190
C -0.7705 -2.6618 1.6137
C -0.2457 -1.3690 1.7035
C -0.1190 -0.8670 3.0041
C -0.5040 -1.5764 4.1339
H -1.4939 -4.4358 2.6218
H -0.8960 -3.1275 0.6365
H 0.2923 0.1327 3.1470
H -0.4275 -1.1520 5.1253
Br 2.8239 -6.9120 -0.7531
C 2.2202 -5.1107 -0.8396
C 3.0098 -4.0848 -0.3390
C 2.5219 -2.7911 -0.4425
N 1.3619 -2.4869 -1.0021
C 0.6290 -3.4745 -1.4906
C 1.0083 -4.8079 -1.4406
H 3.9678 -4.2865 0.1135
H 3.1027 -1.9535 -0.0740
H -0.2992 -3.1867 -1.9710
H 0.3838 -5.5814 -1.8567
Cl -4.2176 0.8482 4.2568
C -3.2224 1.6445 3.1009
C -2.9466 3.0004 3.2209
C -2.1766 3.5881 2.2303
C -1.7101 2.8032 1.1871
N -1.9509 1.5017 1.0960
C -2.6900 0.9301 2.0310
H -3.3200 3.5700 4.0596
H -1.9307 4.6374 2.2778
H -1.1173 3.2240 0.3863
H -2.8495 -0.1370 1.9391
*
```

Summary:
Kohn-Sham gap: 0.275 hartree
lowest unoccupied orbital energy: -0.0078 Eh

Here is what natural (NBO) gives for the atomic charges, in e:
1. Ca 1.794
2. N -0.670
3. N -0.684
4. H 0.331
5. H 0.361
6. H 0.331
7. H 0.349
8. N -0.331
9. C 0.289
10. C -0.229
11. C -0.198
12. C -0.222
13. C -0.606
14. C -0.265
15. C -0.155
16. H 0.216
17. H 0.177
18. H 0.183
19. H 0.216
20. F -0.339
21. C 0.381
22. C -0.307
23. C -0.250
24. C -0.638
25. C -0.240
26. C -0.306
27. H 0.218
28. H 0.171
29. H 0.184
30. H 0.221
31. Br 0.096
32. C -0.033
33. C -0.275
34. C 0.058
35. N -0.496
36. C 0.044
37. C -0.269
38. H 0.243
39. H 0.199
40. H 0.201
41. H 0.241
42. Cl 0.028
43. C -0.082
44. C -0.181
45. C -0.245
46. C 0.030
47. N -0.475
48. C 0.030
49. H 0.233
50. H 0.229
51. H 0.219
52. H 0.221



Per-record E_tot, eV: -8291.8372; -26392.0538; -17038.0404; -9999.0994; -19655.0854; -135344.6381
Per-record energy above the lowest of the compared OMol25 structures with the same formula, charge and spin, kcal per mole: 72.9; 77.7; 63.4; 107.4; 41.5; 18.6